# 1
{"formula": "C7H10", "method": "ωB97M-V/def2-TZVPD", "e_above_lowest_kcal_mol": 112.5, "e_homo_ha": -0.29648, "homo_lumo_gap_ev": 8.045, "fmax_ev_per_a": 6.442, "elements": ["C", "C", "C", "C", "C", "C", "C", "H", "H", "H", "H", "H", "H", "H", "H", "H", "H"], "coordinates": [[-0.1767, -0.5374, 0.4460], [-0.0128, 0.4117, -0.7763], [0.7889, 1.5343, 1.0902], [0.4264, 1.9263, -0.3658], [0.4635, 0.0921, 1.4351], [-0.6109, -1.9654, 0.5477], [-0.9045, -2.4821, -0.7683], [0.7749, -0.0705, -1.4677], [-0.8835, 0.5498, -1.3708], [1.9108, 1.6229, 1.3669], [0.2228, 2.3041, 1.7927], [-0.3806, 2.5535, -0.3849], [1.2539, 2.2253, -0.9304], [0.5200, -0.2816, 2.4840], [-2.0201, -2.3962, -0.6252], [-0.7893, -3.6065, -0.8353], [-0.5828, -1.8801, -1.6379]], "forces_ev_per_angstrom": [[0.472, 0.047, -0.462], [1.050, -0.081, -1.962], [1.659, 2.123, 2.784], [0.826, -6.039, 2.086], [-1.622, 1.028, 1.330], [1.058, 1.866, 0.241], [-0.737, -1.267, -0.234], [-1.071, 0.859, 0.847], [-0.960, -0.476, -0.620], [-1.562, 0.455, -0.583], [1.260, -1.811, -0.839], [-1.874, 1.647, -0.256], [1.023, 0.677, -0.817], [0.261, 0.201, -1.025], [0.334, 0.112, -0.372], [0.055, 1.293, -0.207], [-0.173, -0.633, 0.088]], "lowdin_charge": [-0.295, -0.146, -0.201, -0.124, -0.058, -0.001, -0.188, 0.129, 0.078, 0.126, 0.142, 0.065, 0.080, 0.126, 0.116, 0.089, 0.062]}


# 2
{"formula": "C37H92AsF6N9O5", "method": "ωB97M-V/def2-TZVPD", "total_charge": 6, "e_above_lowest_kcal_mol": 7.8, "e_homo_ha": -0.70899, "homo_lumo_gap_ev": 10.157, "fmax_ev_per_a": 6.397, "elements": ["As", "F", "F", "F", "F", "F", "F", "C", "C", "N", "C", "C", "N", "C", "C", "H", "H", "H", "H", "H", "H", "H", "H", "H", "H", "H", "C", "C", "N", "C", "C", "N", "C", "C", "H", "H", "H", "H", "H", "H", "H", "H", "H", "H", "H", "C", "N", "C", "C", "C", "C", "O", "H", "H", "H", "H", "H", "H", "H", "H", "H", "H", "H", "H", "H", "H", "C", "N", "C", "C", "C", "C", "O", "H", "H", "H", "H", "H", "H", "H", "H", "H", "H", "H", "H", "H", "H", "C", "N", "C", "C", "C", "C", "O", "H", "H", "H", "H", "H", "H", "H", "H", "H", "H", "H", "H", "H", "H", "C", "N", "C", "C", "C", "C", "O", "H", "H", "H", "H", "H", "H", "H", "H", "H", "H", "H", "H", "H", "H", "C", "N", "C", "C", "C", "C", "O", "H", "H", "H", "H", "H", "H", "H", "H", "H", "H", "H", "H", "H", "H"], "coordinates": [[0.6105, 0.5212, -0.2215], [1.6806, 1.4002, -1.3711], [1.9486, 0.5712, 1.0358], [-0.3900, -0.3674, 0.9528], [-0.7569, 0.5166, -1.4094], [1.1635, -1.0790, -0.8182], [-0.0619, 2.0818, 0.3411], [3.5875, 6.6330, 3.3462], [4.3665, 5.3664, 3.1624], [5.3476, 5.4919, 2.1591], [5.2201, 5.3312, 0.7664], [6.3629, 5.6828, 0.1609], [7.3380, 6.0475, 1.1304], [6.6583, 5.9522, 2.3563], [8.7679, 6.2204, 0.9669], [3.1440, 7.1617, 2.5024], [4.1946, 7.4290, 3.7774], [2.7531, 6.5234, 4.0390], [3.7859, 4.4985, 2.8499], [4.8306, 5.0975, 4.1113], [4.2808, 5.0132, 0.3389], [6.7505, 5.5441, -0.8375], [7.1467, 6.1900, 3.2897], [8.9539, 7.2934, 0.9206], [9.0738, 5.8419, -0.0085], [9.1676, 5.8256, 1.9010], [-7.7322, -8.7306, -1.7688], [-6.3368, -8.3133, -2.1572], [-6.3266, -6.9138, -2.5428], [-7.0423, -6.3877, -3.6094], [-6.7830, -4.9864, -3.7003], [-6.0588, -4.6795, -2.5454], [-5.7362, -5.8631, -1.8954], [-5.5953, -3.4250, -2.0520], [-8.4081, -8.5567, -2.6060], [-8.2110, -8.2707, -0.9043], [-7.8128, -9.8112, -1.6510], [-5.9378, -8.9792, -2.9223], [-5.7170, -8.3754, -1.2627], [-7.6734, -7.0080, -4.2285], [-7.1191, -4.2206, -4.3836], [-5.2325, -6.0138, -0.9521], [-4.6483, -3.5081, -1.5189], [-6.3391, -3.1073, -1.3213], [-5.4644, -2.6592, -2.8165], [0.1081, -9.3957, 3.9826], [-0.3340, -8.0885, 3.3640], [-1.7677, -8.4271, 2.9205], [-0.2750, -7.0118, 4.4531], [0.5920, -7.8487, 2.0978], [0.7066, -6.4361, 1.4609], [-0.5262, -5.8264, 1.0636], [1.1443, -9.1552, 4.2204], [0.0901, -10.2969, 3.3697], [-0.4882, -9.5862, 4.8749], [-2.2370, -8.9261, 3.7684], [-1.6231, -9.0875, 2.0655], [-2.2210, -7.4667, 2.6752], [-0.5230, -6.0606, 3.9820], [0.7126, -6.9993, 4.9141], [-1.1218, -7.3031, 5.0745], [0.2675, -8.5198, 1.3026], [1.5939, -8.1797, 2.3713], [1.1227, -6.5944, 0.4659], [1.3311, -5.7054, 1.9749], [-0.3447, -4.8848, 1.1085], [9.3561, -1.4900, 1.4236], [7.8496, -1.5367, 1.4740], [7.4135, -2.7367, 2.3556], [7.3143, -0.2581, 2.1696], [7.2853, -1.7137, 0.0527], [7.0657, -0.4872, -0.7886], [8.3305, 0.2714, -0.9318], [9.5474, -2.3428, 0.7723], [9.7644, -1.5724, 2.4309], [9.4985, -0.5163, 0.9547], [6.3270, -2.6695, 2.4117], [7.8728, -2.6513, 3.3404], [7.7917, -3.6590, 1.9147], [6.2914, -0.4604, 2.4873], [7.4560, 0.6450, 1.5759], [7.7805, -0.0449, 3.1316], [6.3453, -2.2186, 0.2753], [7.9317, -2.3817, -0.5166], [6.2826, 0.1329, -0.3523], [6.7280, -0.7481, -1.7916], [8.3297, 0.8178, -1.7211], [-3.5320, -0.7171, 6.4069], [-3.9478, 0.7363, 6.2828], [-2.6990, 1.5316, 5.7877], [-5.0721, 0.8982, 5.1906], [-4.4821, 1.3452, 7.5476], [-3.7484, 1.0860, 8.9372], [-3.8941, -0.2560, 9.2716], [-3.1220, -1.1558, 5.4972], [-4.4968, -1.1909, 6.5882], [-2.8753, -1.0005, 7.2293], [-1.8471, 1.3303, 6.4373], [-2.8886, 2.5947, 5.6397], [-2.4604, 0.9853, 4.8752], [-5.2006, 1.9445, 4.9135], [-6.0969, 0.7155, 5.5139], [-4.8283, 0.2762, 4.3294], [-5.4809, 0.9215, 7.6533], [-4.6341, 2.3933, 7.2899], [-4.1937, 1.6725, 9.7408], [-2.7393, 1.4978, 8.9204], [-3.1042, -0.5328, 9.7418], [2.5475, 1.4956, -7.0832], [2.3249, 2.7286, -7.9511], [0.9520, 2.6474, -8.4936], [2.4721, 3.9715, -7.0687], [3.3609, 2.7013, -9.1184], [3.5270, 4.0244, -9.9531], [2.3214, 4.6246, -10.4385], [2.7508, 0.6852, -7.7832], [1.7560, 1.3634, -6.3455], [3.5559, 1.6787, -6.7122], [0.8734, 1.8429, -9.2248], [0.7420, 3.6062, -8.9677], [0.2883, 2.4590, -7.6497], [1.9945, 4.8214, -7.5562], [3.4856, 4.1556, -6.7124], [1.8016, 3.7694, -6.2334], [3.1255, 1.8370, -9.7394], [4.2820, 2.4800, -8.5793], [4.2326, 3.8355, -10.7621], [4.0993, 4.7763, -9.4098], [2.4198, 5.5791, -10.4097], [-5.6937, 4.1744, -0.6481], [-5.4864, 5.4087, -1.5437], [-5.1968, 6.5385, -0.5222], [-4.2048, 5.1134, -2.3164], [-6.7985, 5.7930, -2.2790], [-7.3803, 4.8596, -3.3028], [-6.4556, 4.7221, -4.3344], [-4.7829, 4.0507, -0.0622], [-5.9622, 3.3683, -1.3308], [-6.4556, 4.4906, 0.0644], [-4.9607, 7.4488, -1.0733], [-4.3481, 6.3575, 0.1373], [-6.1154, 6.6803, 0.0471], [-3.3765, 5.0365, -1.6120], [-4.1322, 6.0045, -2.9400], [-4.3540, 4.1716, -2.8445], [-6.4510, 6.7124, -2.7503], [-7.5475, 6.2222, -1.6135], [-8.2388, 5.3507, -3.7609], [-7.5358, 3.8681, -2.8776], [-6.6121, 3.9101, -4.8220]], "forces_ev_per_angstrom": [[-0.107, 0.030, -0.049], [-0.995, -0.981, 1.057], [-1.466, 0.016, -1.533], [0.504, 0.716, -0.637], [1.488, -0.203, 0.985], [-0.226, 1.616, 0.395], [0.811, -1.193, -0.129], [-0.894, 1.520, 0.651], [-1.319, -0.561, 0.689], [5.685, 1.700, -2.389], [-0.939, 0.184, 1.179], [2.610, -0.048, 0.468], [-5.061, -1.366, 2.182], [-0.474, -0.610, -2.781], [-0.362, 1.296, 0.262], [0.139, -0.760, -0.654], [0.370, -0.210, 0.239], [0.114, -0.362, 0.123], [-0.438, 0.134, 0.193], [0.183, -0.023, -0.117], [0.131, -0.042, 0.035], [-0.597, 0.203, -0.131], [-0.311, -0.096, 0.136], [0.222, 0.032, 0.148], [0.214, -0.584, 0.522], [0.819, -0.229, -0.699], [-1.257, -0.717, -0.753], [-0.158, -0.432, 1.583], [-0.085, 3.308, -0.734], [0.966, 2.190, -0.369], [-0.374, -2.663, 1.932], [1.017, -3.810, -0.286], [-1.636, -0.200, -1.638], [-0.071, 1.330, 0.887], [-0.093, 0.151, -0.095], [0.555, 0.244, 0.095], [0.358, -0.018, 0.230], [0.079, 0.440, -0.166], [0.340, -0.103, -0.191], [0.253, 0.074, -0.096], [-0.031, -0.213, 0.061], [0.171, 0.458, -0.186], [-0.009, -0.305, -0.205], [0.055, 0.456, -0.077], [-0.227, -0.329, -0.140], [1.383, 0.760, 0.677], [0.086, -1.206, -1.342], [1.193, 1.301, 0.172], [-0.848, -0.710, -1.589], [-0.490, 0.859, 0.373], [-0.430, -0.229, -0.934], [-0.474, -0.178, 1.223], [0.032, -0.728, 0.529], [-0.282, 0.510, -0.561], [0.173, 0.159, 0.008], [-0.186, 0.122, -0.264], [-0.518, 0.106, 0.133], [-0.342, -0.356, -0.237], [0.178, -0.026, 0.009], [-0.302, -0.132, 0.104], [0.502, 0.254, 0.623], [-0.361, -0.143, 0.366], [-0.029, 0.160, 0.179], [1.099, -0.587, 0.349], [0.019, -0.347, 0.440], [-0.353, 0.228, -0.187], [-1.307, 0.212, -0.558], [-0.331, 0.588, 1.592], [0.356, 0.927, -0.757], [-0.155, -0.718, 0.211], [-0.129, -0.449, 0.572], [1.051, 1.677, -0.310], [-1.163, -1.057, 0.943], [1.009, 0.296, 0.206], [0.031, 0.003, -0.239], [0.964, -0.346, -0.083], [0.145, -0.401, 0.069], [-0.099, 0.310, -0.090], [-0.279, 0.096, -0.222], [-0.244, 0.252, -0.721], [-0.194, -0.438, -0.350], [0.760, -0.620, -0.168], [-0.186, 0.112, -0.642], [0.151, -0.200, 0.486], [0.070, 0.247, 0.044], [-0.089, -0.502, 0.178], [-0.229, -0.089, -0.156], [-1.585, -0.566, 0.065], [1.165, 0.963, -1.064], [-0.602, -1.640, -0.198], [0.497, 0.215, 0.385], [-0.586, -0.320, 1.491], [-0.480, 1.234, -1.264], [0.502, -0.611, -0.314], [-0.072, 0.706, -0.294], [0.200, -0.460, 0.160], [-0.112, 0.909, 0.042], [-0.361, 0.241, 0.398], [-0.190, -0.281, 0.102], [0.092, 0.631, -0.337], [0.928, 0.118, -0.066], [0.392, -0.918, 0.752], [0.136, 0.149, 0.169], [-0.006, -0.083, 0.170], [0.254, 0.103, 0.405], [-0.654, 0.442, -0.451], [0.472, -0.547, -0.269], [-0.049, -0.228, 0.317], [1.745, 0.907, -1.397], [0.640, 0.103, -0.148], [-0.450, 0.607, -0.051], [-1.322, -0.666, -0.221], [-0.330, 0.975, 0.424], [0.160, 0.398, 0.425], [0.228, -1.102, 0.593], [-0.873, -0.361, 0.198], [0.269, -0.022, -0.217], [-0.271, -0.146, 0.960], [0.117, 0.046, 0.133], [-0.203, -0.248, -0.093], [-0.140, 0.086, -0.180], [0.588, -0.004, -0.354], [-0.073, -0.212, -0.385], [0.283, -0.039, 0.287], [-0.257, 0.148, 0.022], [0.297, 0.198, -0.412], [-0.271, -0.671, -0.321], [-0.176, -0.078, 0.696], [0.069, 0.109, -0.156], [-0.338, 1.545, -0.488], [0.256, -1.055, 3.169], [-0.499, 0.232, -1.120], [-1.489, 0.949, -0.296], [1.436, 1.605, -0.479], [0.584, -0.203, 0.055], [1.468, -0.160, -0.669], [0.038, -0.441, -0.421], [0.048, -0.204, 0.616], [-0.370, -0.627, -0.212], [-0.192, -0.021, -0.092], [-0.124, -0.623, -0.225], [0.203, 0.069, 0.029], [-0.222, 0.099, 0.027], [0.607, -0.493, -0.486], [0.148, 0.417, -0.256], [-0.136, -0.025, -0.721], [0.146, -0.810, 0.700], [-0.654, -0.250, 0.773], [-0.868, 0.105, 0.189], [-0.151, 0.048, -0.168]], "lowdin_charge": [0.898, -0.311, -0.337, -0.314, -0.319, -0.307, -0.311, -0.062, -0.207, -0.055, -0.005, -0.003, -0.083, 0.077, 0.022, 0.087, 0.089, 0.089, 0.136, 0.139, 0.142, 0.136, 0.167, 0.113, 0.110, 0.110, -0.062, -0.167, -0.056, 0.032, 0.055, -0.109, 0.029, -0.015, 0.078, 0.093, 0.098, 0.144, 0.123, 0.141, 0.138, 0.160, 0.102, 0.107, 0.109, -0.010, -0.337, 0.029, 0.047, -0.045, -0.213, -0.072, 0.105, 0.126, 0.116, 0.109, 0.109, 0.102, 0.098, 0.117, 0.111, 0.132, 0.132, 0.128, 0.124, 0.090, 0.036, -0.332, 0.029, 0.021, -0.092, -0.184, -0.070, 0.114, 0.119, 0.100, 0.101, 0.112, 0.116, 0.103, 0.099, 0.110, 0.135, 0.144, 0.114, 0.135, 0.093, 0.003, -0.319, 0.034, 0.030, -0.084, -0.209, -0.045, 0.104, 0.114, 0.105, 0.106, 0.110, 0.097, 0.103, 0.109, 0.104, 0.133, 0.137, 0.134, 0.121, 0.111, 0.018, -0.364, -0.004, 0.028, -0.047, -0.194, -0.049, 0.112, 0.116, 0.102, 0.124, 0.102, 0.107, 0.108, 0.116, 0.103, 0.137, 0.129, 0.132, 0.119, 0.105, 0.014, -0.325, 0.012, 0.026, -0.079, -0.229, -0.049, 0.104, 0.103, 0.107, 0.113, 0.109, 0.107, 0.107, 0.115, 0.103, 0.139, 0.146, 0.147, 0.124, 0.108]}